{"formula": "H3O6", "method": "wB97M-V/def2-TZVPD", "elements": ["O", "O", "O", "O", "O", "O", "H", "H", "H"], "coordinates": [[1.507, 0.166, -0.227], [-0.038, -1.322, -0.893], [-1.439, -0.083, 1.266], [0.356, 1.341, 1.184], [0.400, -0.057, -1.031], [-0.781, 1.029, 0.854], [2.015, 0.900, -0.586], [0.373, -1.807, -1.587], [-2.392, -0.168, 1.019]], "lowdin_charge": [0.11, 0.10, 0.16, 0.21, -0.07, 0.01, 0.16, 0.13, 0.20], "e_above_lowest_kcal_mol": 15.0, "lumo_ev": [-8.85, -8.17], "e_homo_ev": [-16.1017, -16.8495], "charge": 1}


{"formula": "C4H5N3", "method": "wB97M-V/def2-TZVPD", "elements": ["C", "C", "C", "C", "H", "H", "H", "H", "H", "N", "N", "N"], "coordinates": [[-2.113, 0.647, -0.026], [-0.911, 0.131, -0.204], [-0.557, -1.273, 0.079], [0.555, 0.624, -0.054], [-3.002, -0.071, 0.121], [-2.314, 1.650, 0.304], [-1.364, -1.911, 0.265], [2.173, -0.599, 0.718], [0.674, 2.691, 0.112], [0.655, -1.583, 0.186], [1.264, -0.486, -0.390], [1.223, 1.708, 0.163]], "lowdin_charge": [0.08, -0.19, -0.18, -0.47, 0.10, 0.06, 0.09, 0.30, 0.11, 0.00, -0.01, 0.10], "e_above_lowest_kcal_mol": 141.2, "lumo_ev": -0.54, "e_homo_ev": -9.1579}


{"formula": "C4H15N2OS", "method": "wB97M-V/def2-TZVPD", "elements": ["N", "C", "C", "S", "C", "N", "C", "H", "H", "H", "H", "H", "H", "H", "H", "H", "H", "H", "H", "H", "H", "H", "O"], "coordinates": [[-1.070, -0.252, -2.434], [-0.843, -1.309, -1.441], [-1.496, -0.955, -0.084], [-1.180, 0.769, 0.399], [0.668, -1.574, -1.398], [1.559, -0.484, -1.016], [2.069, -0.481, 0.353], [-2.567, 3.388, 6.803], [-1.749, -0.477, -3.186], [-1.303, 0.613, -1.924], [-1.255, -2.229, -1.834], [-1.087, -1.593, 0.725], [-2.567, -1.123, -0.138], [-1.996, 3.305, 7.250], [0.991, -1.927, -2.443], [0.845, -2.437, -0.746], [1.129, 0.374, -1.214], [2.764, 0.385, 0.451], [1.298, -0.361, 1.133], [2.682, -1.374, 0.507], [0.433, 2.086, 0.248], [1.333, 3.309, 0.037], [1.344, 2.349, -0.045]], "lowdin_charge": [0.09, -0.40, -0.45, 0.91, -0.15, 0.06, -0.09, 0.00, 0.13, 0.03, 0.15, 0.09, 0.11, 0.00, 0.18, 0.13, 0.05, 0.10, 0.08, 0.10, -0.09, 0.07, -0.09], "e_above_lowest_kcal_mol": 141.8, "lumo_ev": -8.78, "e_homo_ev": -13.8575, "charge": 1}


{"formula": "C39H51F2N12OPSV", "method": "wB97M-V/def2-TZVPD", "elements": ["V", "C", "N", "C", "C", "N", "C", "P", "C", "N", "C", "C", "N", "C", "C", "N", "C", "C", "N", "C", "H", "H", "H", "H", "H", "H", "H", "H", "H", "H", "H", "H", "H", "H", "H", "C", "C", "C", "C", "C", "C", "C", "C", "S", "C", "N", "C", "C", "C", "C", "C", "C", "C", "C", "H", "H", "H", "H", "H", "H", "H", "H", "H", "H", "H", "H", "H", "H", "H", "H", "C", "C", "C", "C", "N", "N", "H", "H", "H", "H", "H", "H", "H", "H", "H", "H", "H", "H", "F", "C", "F", "H", "C", "N", "C", "C", "C", "N", "C", "O", "N", "H", "H", "H", "H", "H", "H", "H"], "coordinates": [[0.299, -0.405, -1.290], [-4.356, -1.877, 1.534], [-2.955, -1.861, 1.247], [-2.112, -2.931, 1.266], [-0.891, -2.470, 0.874], [-0.945, -1.135, 0.602], [-2.209, -0.774, 0.834], [-3.035, 0.824, 0.665], [-1.792, 2.007, 1.262], [-1.021, 2.739, 0.490], [-0.441, 3.651, 1.297], [-0.890, 3.497, 2.580], [-1.756, 2.444, 2.553], [-2.507, 1.902, 3.648], [-2.702, 1.153, -1.090], [-1.576, 0.936, -1.743], [-1.813, 1.316, -3.019], [-3.097, 1.759, -3.147], [-3.669, 1.643, -1.919], [-5.003, 2.048, -1.583], [-4.645, -2.888, 1.822], [-4.938, -1.574, 0.657], [-4.592, -1.189, 2.351], [-2.440, -3.908, 1.563], [0.016, -3.031, 0.777], [0.269, 4.356, 0.913], [-0.683, 4.048, 3.475], [-2.029, 2.162, 4.593], [-2.555, 0.814, 3.558], [-3.532, 2.289, 3.650], [-1.068, 1.246, -3.784], [-3.635, 2.142, -3.989], [-5.725, 1.572, -2.251], [-5.103, 3.133, -1.669], [-5.220, 1.756, -0.554], [3.884, 1.499, 4.475], [2.646, 2.225, 3.925], [2.570, 3.629, 4.548], [1.406, 1.448, 4.368], [2.773, 2.354, 2.411], [3.787, 3.198, 1.940], [3.973, 3.424, 0.597], [3.176, 2.735, -0.294], [3.236, 2.832, -2.019], [2.012, 1.586, -2.074], [1.582, 1.151, -0.911], [2.198, 1.810, 0.125], [1.974, 1.678, 1.500], [1.576, 1.038, -3.316], [1.924, 1.610, -4.544], [1.531, 0.997, -5.714], [0.843, -0.209, -5.648], [0.497, -0.757, -4.422], [0.804, -0.137, -3.210], [3.837, 1.459, 5.562], [4.800, 2.010, 4.190], [3.929, 0.481, 4.091], [2.362, 3.559, 5.615], [1.784, 4.211, 4.071], [3.505, 4.170, 4.431], [1.349, 1.448, 5.456], [1.446, 0.419, 4.028], [0.508, 1.915, 3.977], [4.441, 3.700, 2.635], [4.734, 4.103, 0.240], [1.172, 1.033, 1.817], [2.501, 2.527, -4.563], [1.777, 1.431, -6.672], [0.575, -0.726, -6.562], [-0.016, -1.713, -4.442], [-3.045, -3.272, -4.335], [-3.719, -2.729, -3.072], [-5.047, -2.065, -3.450], [-3.977, -3.873, -2.076], [-2.890, -1.662, -2.495], [-1.562, -2.002, -2.133], [-3.723, -3.948, -4.850], [-2.137, -3.821, -4.098], [-2.793, -2.450, -4.999], [-5.712, -2.785, -3.920], [-4.859, -1.250, -4.143], [-5.543, -1.659, -2.570], [-4.670, -4.596, -2.499], [-4.409, -3.479, -1.156], [-3.054, -4.396, -1.830], [-3.358, -1.291, -1.668], [-1.031, -2.122, -2.990], [-1.505, -2.880, -1.604], [1.125, -2.818, -2.377], [1.633, -1.910, -1.432], [1.796, -2.753, -0.333], [2.657, -1.688, -1.770], [6.190, -1.795, 0.656], [4.912, -1.698, 1.315], [4.645, -2.401, 2.426], [3.416, -2.376, 3.005], [2.432, -1.586, 2.350], [2.695, -0.888, 1.276], [3.901, -0.903, 0.690], [4.182, -0.302, -0.323], [1.173, -1.473, 2.849], [6.972, -2.021, 1.380], [6.391, -0.846, 0.163], [6.165, -2.574, -0.109], [5.454, -2.988, 2.841], [3.190, -2.932, 3.900], [0.827, -2.220, 3.430], [0.530, -1.082, 2.169]], "lowdin_charge": [0.64, -0.06, -0.14, -0.05, -0.16, 0.03, -0.44, 1.16, -0.47, 0.10, -0.13, -0.08, -0.14, -0.04, -0.48, 0.05, -0.09, -0.05, -0.13, -0.04, 0.10, 0.08, 0.08, 0.12, 0.10, 0.11, 0.11, 0.09, 0.08, 0.09, 0.10, 0.12, 0.09, 0.10, 0.05, -0.03, -0.54, -0.05, -0.05, -0.17, -0.05, -0.09, -0.47, 1.13, -0.49, 0.03, -0.29, 0.01, -0.27, -0.07, -0.11, -0.09, -0.12, -0.21, 0.08, 0.08, 0.07, 0.08, 0.08, 0.07, 0.09, 0.05, 0.05, 0.10, 0.11, 0.09, 0.08, 0.09, 0.09, 0.08, -0.04, -0.62, -0.05, -0.04, -0.04, 0.04, 0.08, 0.08, 0.09, 0.08, 0.08, 0.07, 0.08, 0.06, 0.07, 0.09, 0.04, 0.08, -0.10, -0.40, -0.11, 0.09, -0.02, -0.04, -0.06, -0.01, -0.39, 0.19, -0.48, 0.08, 0.15, 0.09, 0.09, 0.10, 0.13, 0.10, 0.11, 0.06], "multiplicity": 4, "e_above_lowest_kcal_mol": 11.5, "lumo_ev": [0.16, 0.16], "e_homo_ev": [-5.1711, -6.7327]}


{"formula": "C21H22ClLiN4O4S", "method": "wB97M-V/def2-TZVPD", "elements": ["Li", "C", "C", "O", "C", "C", "C", "N", "N", "C", "O", "C", "C", "C", "C", "C", "C", "H", "H", "H", "H", "H", "H", "H", "H", "H", "H", "H", "H", "Cl", "C", "C", "C", "C", "O", "C", "C", "O", "C", "H", "H", "H", "H", "C", "N", "C", "N", "S", "H", "H", "H", "H", "H", "H"], "coordinates": [[1.158, 0.253, -1.109], [3.002, 3.834, 0.206], [2.884, 2.336, -0.091], [2.166, 2.034, -1.087], [3.543, 1.469, 0.778], [3.405, 0.029, 0.749], [3.832, -0.763, 1.963], [2.873, -0.542, -0.273], [2.626, -1.916, -0.170], [1.742, -2.255, -1.087], [1.236, -1.542, -2.005], [1.250, -3.673, -0.926], [-0.042, -3.989, -1.335], [-0.553, -5.269, -1.158], [0.232, -6.263, -0.589], [1.529, -5.958, -0.187], [2.029, -4.674, -0.347], [2.857, 4.390, -0.722], [3.966, 4.097, 0.650], [2.209, 4.129, 0.900], [4.070, 1.905, 1.620], [4.344, -0.122, 2.684], [4.481, -1.593, 1.677], [2.949, -1.203, 2.432], [-0.632, -3.200, -1.786], [-1.571, -5.490, -1.463], [-0.165, -7.264, -0.450], [2.152, -6.728, 0.258], [3.028, -4.415, -0.021], [-5.246, -2.339, 1.888], [-3.663, -1.676, 1.469], [-2.696, -1.505, 2.477], [-1.471, -0.983, 2.178], [-1.098, -0.566, 0.836], [0.025, -0.084, 0.603], [-2.130, -0.770, -0.160], [-1.936, -0.415, -1.553], [-1.010, 0.197, -2.040], [-3.370, -1.328, 0.179], [-2.933, -1.804, 3.493], [-0.715, -0.867, 2.944], [-2.772, -0.752, -2.214], [-4.107, -1.476, -0.605], [-3.449, 5.851, -0.012], [-2.405, 4.859, 0.065], [-1.669, 4.446, -1.022], [-1.688, 5.359, -2.082], [-0.788, 3.075, -1.036], [-3.859, 6.008, 0.985], [-4.279, 5.562, -0.673], [-3.046, 6.803, -0.361], [-2.512, 4.123, 0.743], [-2.604, 5.690, -2.352], [-1.180, 4.970, -2.864]], "lowdin_charge": [0.59, -0.07, -0.55, -0.18, -0.08, -0.39, -0.07, -0.03, 0.04, -0.55, -0.13, -0.13, -0.03, -0.11, -0.14, -0.12, -0.05, 0.06, 0.05, 0.06, 0.06, 0.05, 0.05, 0.07, 0.11, 0.09, 0.08, 0.08, 0.10, 0.52, -0.70, -0.15, -0.01, -0.39, -0.06, -0.14, -0.27, -0.06, -0.11, 0.09, 0.10, 0.11, 0.10, -0.13, -0.09, -0.94, 0.04, 0.81, 0.08, 0.08, 0.07, 0.11, 0.06, 0.07], "lumo_ev": 4.03, "e_homo_ev": 0.0351, "charge": -2}


{"formula": "C4H8O2", "method": "wB97M-V/def2-TZVPD", "elements": ["C", "C", "O", "C", "C", "H", "H", "H", "H", "H", "H", "H", "H", "O"], "coordinates": [[1.669, -1.769, -0.779], [1.142, -0.621, -0.370], [1.598, 0.578, -0.852], [-0.066, -0.372, 0.464], [-0.168, 0.434, 1.465], [2.505, -1.751, -1.498], [1.327, -2.675, -0.619], [2.242, 0.966, -0.340], [-0.876, -1.065, 0.092], [0.495, 1.066, 2.029], [-1.020, 0.239, 2.039], [-2.923, 1.884, -0.455], [-2.793, 0.946, 0.729], [-3.400, 1.216, 0.019]], "lowdin_charge": [0.09, -0.40, 0.04, -0.12, 0.01, 0.09, 0.01, 0.06, 0.14, 0.07, 0.04, 0.02, 0.01, -0.05], "smiles": "C=CC(=C)O.O", "e_above_lowest_kcal_mol": 72.9, "lumo_ev": 0.77, "e_homo_ev": -9.4277}